This record from the OMol25 dataset describes an isolated molecule of C4H6P2 at a distorted geometry. The level of theory is the ωB97M-V functional and the def2-TZVPD basis.

```
12
Properties=species:S:1:pos:R:3:lowdin_charge:R:1
C -1.5057 -0.1824 -0.1213 -0.6525
C -0.2696 0.3093 0.0974 -0.6278
C -2.4998 -1.2226 -0.2449 -0.1407
C 2.4621 1.0732 -0.4950 -0.5027
P -1.5237 1.6266 -0.0554 0.7883
P 1.7766 -0.3365 0.4807 0.7936
H -2.1878 -2.3303 -0.1065 0.1023
H -2.9078 -1.2813 -1.2982 0.0959
H -3.3171 -1.0267 0.4240 0.0616
H 1.6710 1.3455 -1.2197 0.0011
H 2.2755 1.9046 0.2157 0.0094
H 3.6014 1.0576 -0.8281 0.0716
```

Summary:
orbital gap (spin up / spin down): 5.6211 / 8.4537 eV
energy relative to the best compared isomer or geometry (same formula, charge and spin): 3.286 eV
DFT total energy: -838.53540 Eh

This record from the OMol25 dataset describes a 2-piece molecular cluster, C4H6S overall at a distorted geometry. The level of theory is the ωB97M-V functional and the def2-TZVPD basis.

```
11
Properties=species:S:1:pos:R:3:lowdin_charge:R:1
C -2.5463 0.1634 0.4047 0.0000
C -1.9107 -0.2655 -0.4898 -0.0203
C 1.2839 -0.7944 0.1870 -0.1159
C 1.1582 0.1811 -0.7109 -0.5626
S 1.3807 1.8440 -0.0005 0.6887
H -3.2457 0.1809 1.1764 0.0045
H -0.9907 -0.3002 -1.1500 0.0274
H 1.7501 -0.6042 1.1464 0.0466
H 1.1237 -1.8286 -0.1730 0.0742
H 0.8108 0.1032 -1.6248 -0.0130
H 1.1860 1.3202 1.2343 -0.1296
```

Summary:
orbital gap: 9.6098 eV
energy relative to the best compared isomer or geometry (same formula, charge and spin): 3.531 eV
DFT total energy: -554.04241 Eh

This record from the OMol25 dataset describes an isolated molecule of C4H6S at a distorted geometry. The level of theory is the ωB97M-V functional and the def2-TZVPD basis.

```
11
Properties=species:S:1:pos:R:3:lowdin_charge:R:1
C -0.2701 1.5296 -0.0134 -0.1553
C 0.1106 0.0298 -0.0741 -0.7562
C -1.0218 -0.8382 -0.0985 -0.2115
C -2.3215 -0.3843 0.1026 0.0524
H -0.8032 1.7736 -0.8984 0.0662
H 0.5649 2.1479 0.0637 0.0277
H -0.7809 1.6849 0.9938 0.1128
H -0.9416 -1.9270 -0.0063 0.0988
H -2.6069 0.6894 -0.1663 0.0814
H -3.2302 -0.9910 0.0982 0.0594
S 1.8009 -0.3375 0.0260 0.6243
```

Summary:
orbital gap: 7.4302 eV
energy relative to the best compared isomer or geometry (same formula, charge and spin): 1.356 eV
DFT total energy: -554.12232 Eh

This record from the OMol25 dataset describes an isolated molecule of C4H6S at a distorted geometry. The level of theory is the ωB97M-V functional and the def2-TZVPD basis.

```
11
Properties=species:S:1:pos:R:3:lowdin_charge:R:1
C 0.7680 -1.0217 0.5713 -0.4965
C -1.0445 0.9194 0.2442 -0.6105
C -0.2668 0.6600 -0.8116 -0.2638
C 0.8336 -0.2049 -0.6561 -0.1727
H 1.6986 -0.8691 1.1993 0.0644
H 0.9483 -2.1975 0.7021 0.1205
H -0.6860 1.8302 0.5347 0.0560
H -2.2061 0.8305 0.2066 0.1181
H -0.9566 0.8666 -1.9349 0.2030
H 1.6331 -0.4802 -1.5153 0.1444
S -0.7217 -0.3333 1.4597 0.8371
```

Summary:
orbital gap: 8.9845 eV
energy relative to the best compared isomer or geometry (same formula, charge and spin): 3.115 eV
DFT total energy: -554.05768 Eh

This record from the OMol25 dataset describes an isolated molecule of C4H6S at a distorted geometry. The level of theory is the ωB97M-V functional and the def2-TZVPD basis.

```
11
Properties=species:S:1:pos:R:3:lowdin_charge:R:1
C 0.0284 0.7640 0.3756 -0.2380
C -1.1074 1.5628 0.8020 -0.5888
C -0.1987 -0.3737 -0.2076 -0.2355
C 0.9346 -1.2542 -0.5894 -0.1033
S -2.5570 0.8093 0.6936 0.6803
H 1.0739 1.0684 0.4687 0.1180
H -0.8924 2.5324 1.2194 0.0484
H -1.1032 -0.6750 -0.6816 0.0626
H 1.4958 -1.6174 0.3332 0.1025
H 1.7142 -0.7327 -1.2011 0.0903
H 0.6118 -2.0839 -1.2130 0.0633
```

Summary:
orbital gap: 7.7734 eV
energy relative to the best compared isomer or geometry (same formula, charge and spin): 1.248 eV
DFT total energy: -554.12630 Eh

This record from the OMol25 dataset describes an isolated molecule of C4H6S2 at a distorted geometry. The level of theory is the ωB97M-V functional and the def2-TZVPD basis.

```
12
Properties=species:S:1:pos:R:3:lowdin_charge:R:1
C -1.2795 0.5734 0.6531 -0.5905
C 0.0559 0.7803 0.3199 -0.5118
C 0.4221 1.8457 -0.3762 0.0726
C 0.8704 -0.5187 0.4119 -0.6626
H -3.1332 -0.8467 0.4720 -0.1095
H -1.3822 0.1842 1.7706 0.1285
H -1.9050 1.4281 0.6460 0.0601
H -0.1919 2.6086 -0.5746 0.0312
H 1.3226 1.9101 -0.9895 0.0660
H 0.3511 -1.2254 1.1036 0.0655
S -2.0843 -0.6821 -0.4177 0.7152
S 2.3671 -0.5768 -0.1123 0.7353
```

Summary:
orbital gap: 8.0346 eV
energy relative to the best compared isomer or geometry (same formula, charge and spin): 1.896 eV
DFT total energy: -952.29972 Eh

This record from the OMol25 dataset describes an isolated molecule of C4H6S2 at a distorted geometry. The level of theory is the ωB97M-V functional and the def2-TZVPD basis.

```
12
Properties=species:S:1:pos:R:3:lowdin_charge:R:1
C 0.8139 0.5893 -0.1515 -0.7709
C 0.9454 1.9334 -0.1467 -0.0518
C -0.4266 -0.1063 -0.1408 -0.6898
C -0.3997 -1.6009 0.0653 -0.1547
S 2.4504 -0.2393 -0.1609 0.6517
S -1.8928 0.8442 -0.1599 0.8368
H 1.9246 2.3876 -0.2273 0.0427
H 0.3562 2.6557 0.2891 0.0271
H -1.1747 -1.9305 -0.5394 0.0268
H -0.7133 -2.0035 1.0497 0.0883
H 0.5799 -2.2350 -0.1713 0.1003
H -2.4633 -0.2946 0.2936 -0.1065
```

Summary:
orbital gap (spin up / spin down): 7.9676 / 5.3329 eV
energy relative to the best compared isomer or geometry (same formula, charge and spin): 3.336 eV
DFT total energy: -952.24679 Eh

This record from the OMol25 dataset describes an isolated molecule of C4H6S2 at a distorted geometry. The level of theory is the ωB97M-V functional and the def2-TZVPD basis.

```
12
Properties=species:S:1:pos:R:3:lowdin_charge:R:1
C -0.6528 -1.2945 -0.1365 -0.5120
C -0.4907 1.3463 -0.1331 -0.5308
C 0.7419 0.7201 0.3132 -0.6293
C 0.7048 -0.7536 0.3048 -0.5459
H -0.5211 -2.0709 -0.9239 0.0826
H -1.3789 -1.7245 0.5570 0.0708
H -1.0502 1.7083 0.7653 0.0916
H -0.3373 2.2078 -0.8448 0.1028
H 1.3765 1.1407 1.1176 0.1228
H 1.3313 -1.3315 0.9674 0.0996
S -1.4503 0.0628 -0.9188 0.8362
S 1.7268 -0.0110 -1.0683 0.8116
```

Summary:
orbital gap: 9.1588 eV
energy relative to the best compared isomer or geometry (same formula, charge and spin): 0.348 eV
DFT total energy: -952.35662 Eh